Record 1
The following is a DFT calculation (ωB97M-V/def2-TZVPD) of C47H33Cl2N4P2RuSSe2 as an isolated structure.

Geometry as ORCA input:
```
! RIJCOSX wB97M-V def2-TZVPD def2/J DEFGRID3
* xyz 0 6
Ru -1.018 2.220 -1.451
C -4.769 4.705 -1.621
C -5.363 4.190 -2.768
C -4.738 3.165 -3.456
C -3.526 2.649 -3.001
C -2.896 3.172 -1.858
C -3.556 4.204 -1.178
C -2.872 1.500 -3.707
C -3.538 0.759 -4.726
C -2.956 -0.345 -5.254
C -1.674 -0.748 -4.828
C -1.016 -1.912 -5.307
C 0.237 -2.212 -4.879
C 0.908 -1.340 -3.979
C 0.298 -0.222 -3.506
C -1.030 0.075 -3.892
N -1.672 1.156 -3.330
H -5.261 5.499 -1.071
H -6.308 4.582 -3.122
H -5.205 2.782 -4.356
H -3.114 4.633 -0.286
H -4.522 1.061 -5.049
H -3.471 -0.929 -6.010
H -1.532 -2.555 -6.012
H 0.732 -3.108 -5.232
H 1.915 -1.565 -3.652
H 0.834 0.454 -2.848
Se 2.751 -3.397 -1.049
P 2.566 -2.244 0.707
C 4.182 -1.762 1.397
C 5.074 -1.078 0.563
C 6.331 -0.728 1.026
C 6.725 -1.069 2.315
C 5.860 -1.771 3.137
C 4.593 -2.120 2.681
C 1.718 -3.089 2.068
C 1.401 -4.439 1.957
C 0.854 -5.113 3.045
C 0.596 -4.439 4.231
C 0.889 -3.083 4.338
C 1.459 -2.417 3.263
C 1.710 -0.666 0.368
C 0.401 -0.202 0.300
N 0.459 0.993 -0.344
N 1.734 1.247 -0.659
N 2.485 0.260 -0.251
P -1.190 -0.663 0.969
Se -2.734 0.635 0.256
C -1.105 -0.506 2.760
C -2.152 -0.983 3.548
C -2.142 -0.774 4.918
C -1.103 -0.062 5.503
C -0.084 0.456 4.714
C -0.085 0.238 3.341
C -1.473 -2.360 0.444
C -1.819 -3.401 1.295
C -2.088 -4.660 0.768
C -1.986 -4.881 -0.595
C -1.617 -3.845 -1.445
C -1.370 -2.584 -0.931
H 4.774 -0.823 -0.442
H 7.010 -0.192 0.374
H 7.711 -0.796 2.672
H 6.169 -2.056 4.136
H 3.944 -2.689 3.328
H 1.604 -4.951 1.024
H 0.622 -6.168 2.959
H 0.170 -4.968 5.076
H 0.685 -2.548 5.258
H 1.716 -1.370 3.361
H -2.990 -1.492 3.089
H -2.955 -1.151 5.526
H -1.097 0.104 6.574
H 0.714 1.033 5.164
H 0.711 0.645 2.728
H -1.862 -3.248 2.363
H -2.362 -5.470 1.432
H -2.184 -5.868 -0.998
H -1.521 -4.015 -2.511
H -1.091 -1.775 -1.596
Cl -0.426 3.932 0.587
C 0.505 5.241 -0.104
C 0.880 6.251 0.762
C 1.625 7.309 0.280
C 1.979 7.336 -1.059
C 1.587 6.312 -1.903
Cl 2.073 6.435 -3.566
C 0.829 5.208 -1.466
S 0.373 3.946 -2.594
H 0.586 6.201 1.803
H 1.929 8.110 0.943
H 2.564 8.153 -1.462
*
```

**⟨S²⟩**: 8.765
**HOMO energy (spin up / spin down)**: -6.50 / -7.73 eV
**HOMO-LUMO gap (spin up / spin down)**: 6.2 / 6.3 eV

Record 2
The following is a DFT calculation (ωB97M-V/def2-TZVPD) of C47H34F5N3O3P2S3Sc as an isolated structure.

Geometry as ORCA input:
```
! RIJCOSX wB97M-V def2-TZVPD def2/J DEFGRID3
* xyz -1 1
Sc 0.137 -0.190 -0.232
S -2.317 -0.902 1.044
P -1.361 0.227 2.426
C 0.205 0.697 1.982
P 1.462 -0.225 2.641
S 1.705 -2.111 2.011
C 1.506 -0.190 4.494
C 1.782 -1.304 5.273
C 1.860 -1.192 6.660
C 1.668 0.036 7.277
C 1.388 1.159 6.505
C 1.304 1.040 5.126
C 3.020 0.716 2.362
C 4.234 0.050 2.208
C 5.420 0.761 2.075
C 5.403 2.152 2.107
C 4.197 2.823 2.261
C 3.011 2.108 2.377
C -1.576 -0.664 4.017
C -1.453 -2.055 4.035
C -1.582 -2.760 5.221
C -1.838 -2.084 6.409
C -1.960 -0.702 6.404
C -1.830 0.002 5.211
C -2.372 1.745 2.722
C -1.759 2.986 2.799
C -2.511 4.136 3.040
C -3.884 4.045 3.210
C -4.510 2.802 3.130
C -3.758 1.664 2.883
H 1.923 -2.262 4.784
H 2.068 -2.071 7.258
H 1.727 0.119 8.355
H 1.226 2.120 6.977
H 1.068 1.910 4.522
H 4.233 -1.033 2.165
H 6.354 0.230 1.937
H 6.327 2.708 2.001
H 4.175 3.906 2.267
H 2.056 2.617 2.457
H -1.247 -2.582 3.112
H -1.473 -3.838 5.219
H -1.935 -2.634 7.338
H -2.148 -0.168 7.328
H -1.911 1.082 5.220
H -0.684 3.028 2.657
H -2.021 5.102 3.091
H -4.470 4.936 3.400
H -5.583 2.724 3.258
H -4.246 0.699 2.803
F -0.582 2.191 -5.310
C -0.750 1.072 -4.557
C -0.433 1.096 -3.219
C -0.588 -0.037 -2.422
C -1.062 -1.211 -3.036
C -1.375 -1.175 -4.393
F -1.835 -2.282 -5.045
C -1.234 -0.056 -5.182
C -1.141 -2.444 -2.209
C -1.732 -3.640 -2.622
C -1.721 -4.737 -1.782
C -1.136 -4.633 -0.534
C -0.610 -3.410 -0.174
N -0.609 -2.346 -0.979
H -0.038 2.023 -2.825
H -1.480 -0.079 -6.234
H -2.193 -3.706 -3.590
H -2.173 -5.667 -2.107
H -1.098 -5.461 0.161
H -0.175 -3.250 0.802
C 3.336 3.358 -1.094
C 2.629 4.529 -1.260
C 1.257 4.510 -1.061
C 0.638 3.316 -0.723
N 1.317 2.174 -0.590
C 2.639 2.210 -0.755
C -0.846 3.242 -0.548
C -1.623 4.391 -0.475
C -2.999 4.270 -0.423
C -3.556 3.007 -0.477
C -2.707 1.914 -0.523
N -1.377 2.023 -0.521
H 4.408 3.309 -1.223
H 3.128 5.448 -1.542
H 0.677 5.409 -1.201
H 3.168 1.286 -0.590
H -1.163 5.367 -0.441
H -3.624 5.151 -0.346
H -4.626 2.853 -0.457
H -3.092 0.905 -0.528
F 4.952 -1.997 -2.568
C 4.274 -1.575 -1.497
F 4.206 -2.567 -0.619
F 4.967 -0.575 -0.940
S 2.621 -1.027 -2.031
O 2.008 -2.211 -2.550
O 2.881 0.078 -2.909
O 2.053 -0.585 -0.686
*
```

**HOMO energy**: -4.53 eV
**Energy relative to the best compared isomer or geometry (same formula, charge and spin)**: 15.0 kcal/mol
**HOMO-LUMO gap**: 6.8 eV

Number 1: strongest force on any atom 0.0239 Eh/bohr. Number 2: strongest force on any atom 0.0422 Eh/bohr.